The following is a quantum chemistry calculation of a 10-piece molecular cluster, C6H29NO10 overall in a non-equilibrium geometry, from the OMol25 dataset.

Properties
**Energy relative to the best compared isomer or geometry (same formula, charge and spin)**: 0.0 kcal per mole
**Net charge**: 0
**SMILES**: CC(=O)N1CCCC1.O.O.O.O.O.O.O.O.O
**HOMO**: -9.5946 eV
**Energy**: -1053.22252 Eh

Geometry (Å):
C  0.0720  0.6732  2.1009
C  0.6705  1.5109  1.0039
O  0.6166  2.7541  1.0394
N  1.2172  0.9375  -0.0831
C  1.4445  -0.4755  -0.3323
C  2.7573  -0.6121  -1.1284
C  3.1760  0.7981  -1.5316
C  2.0976  1.7271  -0.9660
H  -0.8795  1.1050  2.4047
H  -0.2876  -0.2389  1.5983
H  0.6239  0.2727  2.9377
H  0.6228  -0.8680  -0.9393
H  1.4048  -1.1591  0.5190
H  2.5700  -1.2394  -2.0030
H  3.4860  -1.1655  -0.5403
H  4.1581  1.0220  -1.1118
H  3.2610  0.9484  -2.6057
H  1.5057  2.1876  -1.7631
H  2.5211  2.5273  -0.3559
O  3.0065  -1.4686  2.8021
H  2.4519  -2.2084  3.0916
H  2.3035  -0.8652  2.5313
O  -1.9228  -2.0346  -3.3420
H  -2.0170  -1.3293  -3.9818
H  -2.0945  -1.6002  -2.4817
O  -1.6549  2.1746  -1.6119
H  -0.7404  2.1666  -1.3037
H  -2.2217  2.3397  -0.8284
O  -0.1965  -2.5611  2.7366
H  -0.8550  -2.8332  3.3798
H  -0.5732  -2.7341  1.8493
O  -2.4817  -0.3834  -1.1796
H  -3.3427  -0.1604  -0.8051
H  -2.1050  0.5344  -1.3028
O  0.0140  -3.4164  -2.0631
H  -0.5729  -3.0829  -2.7697
H  -0.0891  -4.3696  -2.1365
O  -3.3294  2.1862  0.5496
H  -2.8687  2.7227  1.2370
H  -4.2587  2.3492  0.7435
O  -1.6748  3.5206  2.2040
H  -0.7612  3.3876  1.8611
H  -1.6584  3.8064  3.1031
O  -1.1650  -2.3804  0.2219
H  -1.5878  -1.6487  -0.2669
H  -0.6425  -2.8170  -0.4810


The following is a quantum chemistry calculation of a 10-piece molecular cluster, C6H29NO9 overall in a non-equilibrium geometry, from the OMol25 dataset.

Properties
**Energy relative to the best compared isomer or geometry (same formula, charge and spin)**: 39.6 kcal per mole
**Net charge**: 0
**SMILES**: C=CC/C(C)=C/N.O.O.O.O.O.O.O.O.O
**HOMO**: -8.4134 eV
**Energy**: -977.93870 Eh

Geometry (Å):
C  2.1956  -1.2887  2.4994
C  1.1188  -1.1492  1.7264
C  0.9585  -1.8285  0.3768
C  -0.0487  -1.1636  -0.5247
C  -0.8826  -2.0452  -1.3991
C  -0.2081  0.1575  -0.5187
N  -1.2617  0.7966  -1.2079
H  2.2721  -0.8104  3.4553
H  3.0281  -1.9368  2.2366
H  0.2999  -0.5409  2.0822
H  1.9479  -1.8962  -0.0914
H  0.7281  -2.8711  0.6240
H  -0.8381  -1.7449  -2.4624
H  -0.5655  -3.0804  -1.3165
H  -1.9473  -2.0688  -1.1084
H  0.3618  0.8310  0.0949
H  -1.5511  0.2980  -2.0367
H  -1.0974  1.7798  -1.3598
O  2.8724  1.3521  0.4378
H  2.8219  0.6097  1.0450
H  2.7946  0.9682  -0.4734
O  -3.4477  -0.4056  0.5984
H  -2.7522  -0.0221  0.0223
H  -3.6688  0.2514  1.2589
O  -1.5061  -4.7714  1.0329
H  -2.1604  -5.4766  1.2098
H  -1.8670  -3.9141  1.3547
O  -1.2891  2.2745  1.7811
H  -1.6287  1.9375  0.9332
H  -0.4445  2.7095  1.5355
O  0.0186  3.8238  -1.6291
H  -0.2154  4.7453  -1.7038
H  0.4551  3.6895  -0.7521
O  0.7098  1.8801  -3.3857
H  0.5168  2.6214  -2.7697
H  1.0104  2.2446  -4.2145
O  2.4328  0.2194  -2.0260
H  1.7880  0.8245  -2.4613
H  1.9207  -0.5902  -1.9430
O  -2.5349  -2.4920  2.1020
H  -2.8958  -1.7794  1.5099
H  -1.8058  -2.0343  2.5271
O  1.0801  3.3214  0.8270
H  1.5288  3.9865  1.3718
H  1.7561  2.5881  0.7414


The following is a quantum chemistry calculation of a 9-piece molecular cluster, C6H30N2O8 overall in a non-equilibrium geometry, from the OMol25 dataset.

Properties
**⟨S²⟩**: 0.75
**Energy relative to the best compared isomer or geometry (same formula, charge and spin)**: 0.0 kcal per mole
**Net charge**: -1
**2S+1**: 2
**HOMO (spin up / spin down)**: 0.0254 / -6.6471 eV
**Energy**: -958.05685 Eh

Geometry (Å):
N  0.8102  -1.3030  -1.5873
C  -0.2629  -2.2300  -2.0090
C  -0.5606  -3.1620  -0.8300
C  -0.0432  -2.4375  0.4070
C  0.8798  -1.3039  -0.0929
C  0.4522  0.0715  0.4120
N  0.9448  0.2666  1.7811
C  0.6907  1.6156  2.2690
H  1.6901  -1.5958  -1.9929
H  0.0666  -2.7616  -2.9049
H  -1.1180  -1.6225  -2.3039
H  -0.0594  -4.1232  -0.9818
H  -1.6246  -3.4183  -0.7934
H  0.4720  -3.1043  1.0991
H  -0.8567  -2.0251  1.0235
H  1.9040  -1.4965  0.2277
H  -0.6215  0.2249  0.3140
H  0.9648  0.8407  -0.1697
H  0.5195  -0.4395  2.3769
H  1.0986  1.7090  3.2770
H  -0.3651  1.9071  2.2865
H  1.2042  2.3189  1.5969
H  3.5101  0.4506  -0.2136
H  2.8458  0.5402  1.1651
O  3.5962  0.9050  0.6606
H  0.3233  0.6105  -2.4035
H  -0.5287  1.7800  -1.7845
O  0.3244  1.5677  -2.2409
H  3.1525  2.4227  -0.2401
H  1.8938  2.7846  -1.1100
O  2.8223  3.0290  -0.9507
H  -2.6621  -1.0243  -0.8790
H  -3.0526  0.4133  -1.2541
O  -3.4166  -0.4219  -0.8855
H  -2.8779  -1.2387  3.5761
H  -2.1709  -0.0140  4.2028
O  -2.2527  -0.5058  3.3575
H  3.3771  1.2441  -2.1448
H  2.2350  0.2652  -2.1143
O  3.2100  0.2933  -2.0210
H  -2.7377  0.5731  2.0460
H  -3.5139  0.4842  0.7028
O  -3.1376  1.1344  1.3302
H  -2.6529  2.8480  -1.1868
H  -2.3467  1.8781  -0.0242
O  -2.1258  2.0499  -0.9931